*1*
C2H2O2S2 | ωB97M-V with the def2-TZVPD basis set

Last column: Löwdin charge in e.
Positions of all 8 atoms, in Å:
C -0.615 -0.667 0.019  -0.394
C -0.654 0.678 -0.018  -0.460
O -2.159 -2.742 -0.286  -0.548
O -2.162 2.801 0.146  -0.519
S -2.187 -1.380 0.287  0.882
S -2.155 1.382 -0.205  0.898
H 0.125 -1.419 -0.336  0.104
H 0.062 1.364 -0.112  0.036

Values from the calculation:
LUMO energy (alpha / beta) ... -0.063 / -0.061 Eh
HOMO energy (alpha / beta) ... -9.068 / -8.957 eV
Gap between HOMO and LUMO (alpha / beta) ... 7.36 / 7.31 eV


*2*
C2H2O2S2 | ωB97M-V with the def2-TZVPD basis set

Last column: Löwdin charge in e.
Positions of all 8 atoms, in Å:
O 0.034 1.192 1.326  0.002
C -0.460 0.148 0.503  -0.777
S -2.005 -0.617 0.638  0.669
C 0.326 -0.126 -0.743  -0.813
O 0.926 -1.367 -0.560  0.035
S 0.282 1.151 -1.873  0.711
H -0.529 1.078 2.081  0.072
H 1.425 -1.458 -1.373  0.102

Values from the calculation:
LUMO energy ... -0.036 Eh
HOMO energy ... -9.247 eV
Gap between HOMO and LUMO ... 8.26 eV


Of them, *2* has the highest stability.


*1*
HNO2 | ωB97M-V with the def2-TZVPD basis set

Last column: Löwdin charge in e.
Positions of all 4 atoms, in Å:
O -1.146 -0.076 -0.028  -0.027
N -0.333 0.806 -0.005  -0.045
O 0.872 0.123 -0.034  -0.056
H 0.607 -0.853 0.067  0.128

Values from the calculation:
LUMO energy ... -0.008 Eh
HOMO energy ... -11.176 eV
Gap between HOMO and LUMO ... 10.95 eV


*2*
HNO2 | ωB97M-V with the def2-TZVPD basis set

Last column: Löwdin charge in e.
Positions of all 4 atoms, in Å:
N 2.455 0.090 -0.011  -0.287
O 2.865 -0.971 0.000  0.126
O 2.790 1.203 0.004  0.115
H -0.469 -0.603 -0.010  0.046

Values from the calculation:
LUMO energy (alpha / beta) ... -0.030 / 0.026 Eh
HOMO energy (alpha / beta) ... -11.246 / -9.717 eV
Gap between HOMO and LUMO (alpha / beta) ... 10.44 / 10.42 eV


Of them, *1* has the highest stability.


*1*
C2H2FN3S | ωB97M-V with the def2-TZVPD basis set

Last column: Löwdin charge in e.
Positions of all 9 atoms, in Å:
F -0.349 2.200 -0.040  0.086
C -0.519 0.878 -0.018  -0.379
N -1.739 0.334 -0.086  0.059
N -1.652 -0.937 -0.029  -0.017
N -0.354 -1.257 -0.029  -0.004
C 0.427 -0.138 -0.035  -0.600
S 2.155 -0.042 -0.068  0.857
H -0.057 -2.225 0.054  0.159
H 2.089 1.188 0.251  -0.162

Values from the calculation:
LUMO energy ... 0.019 Eh
HOMO energy ... -9.065 eV
Gap between HOMO and LUMO ... 9.59 eV


*2*
C2H2FN3S | ωB97M-V with the def2-TZVPD basis set

Last column: Löwdin charge in e.
Positions of all 9 atoms, in Å:
C 1.468 0.070 -0.423  -0.176
C -0.891 -1.418 -0.106  -0.906
N 0.991 1.085 0.042  -0.082
N -1.831 -0.655 0.015  0.118
N 0.125 1.792 0.471  0.050
F 2.557 -0.244 -1.007  0.129
S -0.156 -2.781 -0.285  0.702
H -2.003 0.326 -0.143  0.068
H -0.261 1.825 1.435  0.097

Values from the calculation:
LUMO energy ... -0.011 Eh
HOMO energy ... -8.899 eV
Gap between HOMO and LUMO ... 8.59 eV


Of them, *1* has the highest stability.


*1*
C3H3FP2 | ωB97M-V with the def2-TZVPD basis set

Last column: Löwdin charge in e.
Positions of all 9 atoms, in Å:
C 0.209 2.120 -0.472  -0.248
P 1.274 1.105 0.351  0.745
C 0.664 -0.489 0.099  -0.699
P -1.081 -0.781 0.051  0.809
C -2.474 0.065 0.218  -0.377
F -2.211 1.401 0.104  -0.187
H -0.181 3.007 -0.035  -0.059
H 1.353 -1.314 0.590  0.041
H -1.233 -2.164 0.251  -0.025

Values from the calculation:
LUMO energy (alpha / beta) ... -0.055 / -0.081 Eh
HOMO energy (alpha / beta) ... -8.633 / -8.799 eV
Gap between HOMO and LUMO (alpha / beta) ... 7.12 / 6.60 eV


*2*
C3H3FP2 | ωB97M-V with the def2-TZVPD basis set

Last column: Löwdin charge in e.
Positions of all 9 atoms, in Å:
C -0.751 0.327 -0.588  -0.427
C 1.887 0.233 0.181  -0.977
C -1.517 -0.252 0.319  -0.270
F -2.589 -0.985 -0.021  0.007
P 0.635 1.411 -0.101  0.830
P 1.879 -1.451 -0.062  0.707
H -0.991 0.249 -1.640  0.066
H 2.820 0.677 0.521  -0.044
H -1.374 -0.210 1.392  0.108

Values from the calculation:
LUMO energy (alpha / beta) ... -0.040 / -0.066 Eh
HOMO energy (alpha / beta) ... -7.928 / -8.245 eV
Gap between HOMO and LUMO (alpha / beta) ... 6.84 / 6.44 eV


*3*
C3H3FP2 | ωB97M-V with the def2-TZVPD basis set

Last column: Löwdin charge in e.
Positions of all 9 atoms, in Å:
F -1.628 1.969 -0.714  -0.012
C -0.719 1.056 -0.254  -0.260
C -1.025 0.093 0.576  -0.332
P 0.318 -1.139 1.055  0.773
C 1.673 -0.513 0.141  -1.024
P 2.985 -0.385 -0.721  0.735
H 0.346 1.152 -0.669  0.087
H -2.079 -0.320 0.672  0.092
H 0.129 -1.913 -0.087  -0.058

Values from the calculation:
LUMO energy ... -0.008 Eh
HOMO energy ... -9.194 eV
Gap between HOMO and LUMO ... 8.98 eV


Of them, *3* has the highest stability.


*1*
C14H17N3O2 | ωB97M-V with the def2-TZVPD basis set

Last column: Löwdin charge in e.
Positions of all 36 atoms, in Å:
C -2.992 -0.478 2.812  0.087
C -1.715 -0.364 2.255  -0.252
C -0.955 -1.649 1.814  -0.042
C -0.986 0.948 1.943  -0.416
C -1.967 2.222 2.140  -0.035
C 0.215 1.201 2.961  -0.015
N -0.512 0.987 0.577  0.015
N -1.434 0.965 -0.480  0.165
C -0.795 0.505 -1.611  -0.502
O -1.354 0.291 -2.650  0.105
N 0.557 0.472 -1.353  0.125
C 1.504 -0.200 -2.175  -0.174
C 1.528 0.198 -3.537  -0.038
C 2.185 -0.513 -4.532  -0.064
C 2.952 -1.707 -4.105  -0.077
C 3.036 -2.080 -2.726  -0.072
C 2.255 -1.335 -1.798  -0.011
C 0.710 0.614 0.053  -0.378
O 1.863 0.651 0.534  0.060
H -3.338 0.532 3.057  0.041
H -3.533 -1.378 3.050  0.059
H -0.731 -1.786 0.729  0.091
H -0.041 -1.722 2.417  0.081
H -1.443 -2.506 2.171  0.047
H -2.967 2.059 1.726  0.069
H -1.542 3.098 1.682  0.075
H -2.086 2.530 3.179  0.079
H -0.028 1.374 4.070  0.115
H 0.787 2.078 2.645  0.086
H 0.872 0.356 2.982  0.053
H -2.402 0.612 -0.416  0.182
H 0.925 1.119 -3.646  0.123
H 2.216 -0.211 -5.629  0.118
H 3.501 -2.270 -4.938  0.110
H 3.632 -2.966 -2.367  0.114
H 2.082 -1.645 -0.836  0.075

Values from the calculation:
LUMO energy ... 0.022 Eh
HOMO energy ... -8.917 eV
Gap between HOMO and LUMO ... 9.51 eV


*2*
C14H17N3O2 | ωB97M-V with the def2-TZVPD basis set

Last column: Löwdin charge in e.
Positions of all 36 atoms, in Å:
C -3.316 -2.186 0.721  -0.129
C -1.982 -2.870 0.477  -0.262
C -0.823 -1.895 0.533  -0.222
C -0.881 -0.841 -0.544  -0.157
N 0.071 0.293 -0.428  -0.037
C -0.165 1.467 0.310  -0.216
C 0.438 2.681 0.046  -0.046
C 0.077 3.854 0.729  -0.081
C -0.819 3.748 1.836  -0.077
C -1.553 2.515 2.076  -0.055
C -1.149 1.417 1.322  -0.033
C 1.333 0.105 -0.958  -0.306
C 1.528 -0.055 -2.295  0.111
C 2.991 -0.416 -2.763  -0.471
O 3.353 -0.309 -3.874  0.095
N 3.962 -0.749 -1.904  0.195
C 3.648 -0.721 -0.591  -0.488
O 4.424 -1.204 0.214  0.063
N 2.440 -0.125 -0.115  0.186
H -3.976 -3.051 0.890  0.072
H -3.824 -1.646 -0.145  0.091
H -3.286 -1.487 1.583  0.080
H -1.918 -3.572 1.273  0.093
H -1.997 -3.392 -0.524  0.131
H -0.985 -1.303 1.405  0.075
H 0.207 -2.293 0.600  0.125
H -0.677 -1.338 -1.571  0.150
H -1.917 -0.447 -0.577  0.121
H 1.191 2.800 -0.733  0.112
H 0.692 4.821 0.507  0.134
H -1.070 4.630 2.422  0.087
H -2.213 2.404 2.865  0.073
H -1.730 0.495 1.535  0.095
H 0.767 0.030 -3.068  0.121
H 4.932 -0.963 -2.126  0.190
H 2.225 -0.397 0.873  0.179

Values from the calculation:
LUMO energy ... 0.024 Eh
HOMO energy ... -8.323 eV
Gap between HOMO and LUMO ... 8.97 eV


Of them, *2* has the highest stability.


*1*
C3H5ClFN | ωB97M-V with the def2-TZVPD basis set

Last column: Löwdin charge in e.
Positions of all 11 atoms, in Å:
N 0.298 -0.527 -1.554  0.059
C -0.120 0.417 -0.557  -0.332
C 0.678 0.611 0.660  -0.075
C -0.587 -0.098 0.765  -0.841
F -0.620 -1.475 0.967  -0.034
Cl -1.926 0.519 1.689  0.701
H 1.033 -1.121 -1.123  0.092
H -0.474 -1.131 -1.804  0.079
H -0.541 1.294 -0.936  0.123
H 1.468 -0.079 0.815  0.113
H 0.790 1.590 1.078  0.115

Values from the calculation:
LUMO energy ... 0.036 Eh
HOMO energy ... -9.458 eV
Gap between HOMO and LUMO ... 10.43 eV


*2*
C3H5ClFN | ωB97M-V with the def2-TZVPD basis set

Last column: Löwdin charge in e.
Positions of all 11 atoms, in Å:
N 1.935 -0.223 0.053  -0.021
C 0.543 -0.601 -0.048  -0.289
C -0.496 0.611 -0.061  -0.071
C -1.759 0.306 0.090  -0.794
F -2.706 1.305 0.024  -0.037
Cl -2.457 -1.214 0.005  0.778
H 2.223 0.419 -0.677  0.068
H 2.127 0.138 0.974  0.064
H 0.384 -1.113 -0.985  0.098
H 0.342 -1.252 0.784  0.094
H -0.137 1.623 -0.158  0.109

Values from the calculation:
LUMO energy ... 0.030 Eh
HOMO energy ... -9.599 eV
Gap between HOMO and LUMO ... 10.43 eV


Of them, *2* has the highest stability.